[1]
{
  "formula": "C4H11NO",
  "method": "ωB97M-V/def2-TZVPD",
  "species": ["C", "C", "N", "O", "H", "H", "H", "H", "H", "C", "C", "H", "H", "H", "H", "H", "H"],
  "coordinates": [[0.664409, 0.457818, 2.494287], [1.029461, 1.113985, 1.210810], [1.020118, 2.547736, 1.067191], [1.476336, 0.501433, 0.302026], [0.623546, 1.151201, 3.293803], [1.590156, -0.311459, 2.636367], [-0.172441, -0.179341, 2.340768], [1.065468, 2.950286, 0.153481], [0.266836, 3.046953, 1.652927], [-0.592489, -1.965681, -1.711181], [-1.378503, -0.781992, -2.023551], [0.037894, -2.242295, -2.603034], [0.175377, -1.891210, -0.926141], [-1.109656, -2.867631, -1.379567], [-0.942930, -0.315198, -3.000922], [-1.299336, -0.056485, -1.272399], [-2.454243, -1.158115, -2.234872]],
  "forces_ev_per_a": [[3.3, -1.7, -0.3], [0.2, 3.1, -0.5], [-2.6, -0.1, 3.3], [0.6, -1.8, -1.8], [-0.4, 0.3, 1.0], [-2.2, 1.9, 0.0], [-1.0, -0.2, 0.1], [0.2, -0.4, -0.6], [1.8, -1.1, -1.2], [3.2, -2.7, -0.1], [-1.7, 0.2, -3.4], [-0.7, -0.2, 0.8], [-0.2, 0.7, -0.1], [-0.5, 0.1, -0.4], [-1.1, -0.6, 1.7], [-0.5, 1.1, 1.1], [1.5, 1.3, 0.3]],
  "smiles": "CC(N)=O.CC",
  "charge": 0,
  "de_lowest_kj_mol": 118.7,
  "homo_lumo_gap_ha": 0.39284
}

[2]
{
  "formula": "C3H8S2",
  "method": "ωB97M-V/def2-TZVPD",
  "species": ["C", "C", "H", "H", "H", "H", "C", "S", "S", "H", "H", "H", "H"],
  "coordinates": [[-2.055029, 2.082701, 0.265652], [-1.790510, 0.881284, -0.196493], [-2.633977, 2.805752, -0.302974], [-1.791752, 2.489788, 1.235579], [-2.117021, 0.587835, -1.188107], [-1.358746, 0.089858, 0.397336], [0.703938, -1.526706, -0.271125], [2.443277, -2.152453, -0.146664], [3.489453, -0.902605, 1.072813], [0.680873, -0.483037, 0.011548], [0.024438, -2.135361, 0.316746], [0.435339, -1.671887, -1.316506], [3.969721, -0.065174, 0.122199]],
  "forces_ev_per_a": [[-0.4, 1.1, 0.2], [-0.4, -0.5, -0.1], [0.2, -0.1, -0.3], [0.2, -0.5, 0.2], [0.0, 0.0, 0.0], [0.3, 0.2, 0.1], [0.8, -0.4, -0.1], [-0.5, -0.3, -0.2], [-0.1, 0.3, -0.2], [-0.1, 0.1, 0.0], [0.1, 0.1, 0.3], [0.0, 0.3, 0.0], [-0.1, -0.1, 0.2]],
  "smiles": "C=C.CSS",
  "charge": 0,
  "de_lowest_kj_mol": 129.3,
  "homo_lumo_gap_ha": 0.35913
}

[3]
{
  "formula": "C15H18O3S2",
  "method": "ωB97M-V/def2-TZVPD",
  "species": ["C", "C", "O", "C", "C", "C", "C", "C", "C", "C", "C", "C", "O", "O", "H", "H", "H", "H", "H", "H", "H", "H", "H", "H", "H", "C", "C", "S", "C", "S", "C", "H", "H", "H", "H", "H", "H", "H"],
  "coordinates": [[-4.380976, -2.206400, 0.522029], [-2.919355, -2.465890, 0.291415], [-2.231919, -1.191219, 0.400443], [-0.902493, -1.378840, 0.300134], [-0.113594, -0.084677, 0.078184], [0.742192, 0.243763, 1.295966], [0.572154, 1.619232, 1.886823], [-0.701731, 2.085228, 2.249990], [-0.818533, 3.244056, 3.018469], [0.322557, 3.970957, 3.384610], [1.583304, 3.565333, 2.919018], [1.709150, 2.399118, 2.161714], [1.550842, -0.543819, 1.755026], [-0.393959, -2.491605, 0.307405], [-4.931818, -3.121922, 0.294325], [-4.569075, -1.967275, 1.577059], [-4.780036, -1.400302, -0.101183], [-2.503002, -3.132440, 1.051197], [-2.723266, -2.880029, -0.707926], [-0.814824, 0.732854, -0.148340], [-1.577296, 1.519848, 1.931535], [-1.810651, 3.569225, 3.335077], [0.217801, 4.857726, 4.018396], [2.465319, 4.156338, 3.164820], [2.681530, 2.088720, 1.759108], [2.421921, -0.950777, -3.775477], [0.973767, -1.405486, -3.575433], [-0.026822, -0.153905, -2.740101], [0.752518, -0.378746, -1.095695], [2.053143, 0.777718, -1.642324], [3.033466, -0.529363, -2.446098], [3.007380, -1.757745, -4.226760], [2.449126, -0.109238, -4.479071], [0.458071, -1.533678, -4.533045], [0.896132, -2.323284, -2.979867], [1.197411, -1.378004, -0.949071], [3.085200, -1.361898, -1.729799], [4.026367, -0.083573, -2.572551]],
  "forces_ev_per_a": [[-0.4, -0.1, 0.3], [-0.3, 0.2, 0.1], [0.8, -0.4, -0.2], [0.2, -1.3, -0.1], [-1.1, 0.1, 0.3], [0.9, 0.0, 0.7], [0.1, 0.3, 0.2], [0.6, -0.1, -0.1], [0.1, 0.0, 0.0], [-0.1, -0.3, -0.2], [-0.4, 0.0, 0.0], [-0.1, -0.1, 0.1], [-0.9, 0.8, -0.7], [-0.5, 1.8, 0.0], [0.0, 0.1, 0.0], [0.0, 0.0, -0.3], [0.2, -0.1, 0.0], [-0.1, 0.0, -0.3], [0.0, 0.1, 0.3], [0.2, -0.2, 0.2], [0.1, 0.1, 0.3], [0.3, 0.0, -0.1], [0.1, -0.3, -0.3], [-0.2, -0.2, -0.1], [-0.4, 0.0, 0.4], [-0.2, 0.0, 0.1], [0.0, 0.2, -0.4], [-2.9, -2.1, -0.1], [1.1, 0.7, -2.1], [2.6, 0.5, 2.5], [0.2, 0.4, 0.0], [0.0, 0.0, 0.1], [0.0, -0.1, 0.2], [0.2, -0.3, 0.1], [0.1, 0.1, -0.3], [-0.3, 0.5, -0.2], [0.2, 0.2, -0.3], [-0.1, -0.3, 0.0]],
  "charge": 0,
  "homo_lumo_gap_ha": 0.26975
}

[4]
{
  "formula": "C23H31F7NO19P",
  "method": "ωB97M-V/def2-TZVPD",
  "species": ["C", "C", "O", "C", "P", "N", "C", "C", "F", "H", "H", "H", "H", "H", "H", "H", "H", "H", "H", "H", "H", "H", "O", "C", "O", "C", "C", "F", "O", "H", "H", "H", "O", "C", "O", "C", "C", "F", "O", "H", "H", "H", "O", "C", "O", "C", "C", "F", "O", "H", "H", "H", "O", "C", "O", "C", "C", "F", "O", "H", "H", "H", "O", "C", "O", "C", "C", "F", "O", "H", "H", "H", "O", "C", "O", "C", "C", "F", "O", "H", "H", "H"],
  "coordinates": [[0.005482, -0.607816, -2.134216], [0.515204, -1.341522, -0.913864], [0.695400, -2.707953, -1.326618], [1.799635, -0.789432, -0.245084], [2.615012, 0.634901, -1.103188], [4.223704, 0.363634, -0.468956], [2.170630, 2.091907, -0.074068], [1.946792, 2.005692, 1.420673], [2.734916, 2.966415, 2.095434], [-0.199518, 0.439305, -1.907384], [0.714832, -0.663450, -2.958931], [-0.937904, -1.059720, -2.444517], [-0.277472, -1.319756, -0.158741], [1.040378, -3.202832, -0.575982], [1.547281, -0.609078, 0.798545], [2.547266, -1.586930, -0.237873], [4.880282, 0.910175, -1.018918], [4.482621, -0.608024, -0.603734], [2.990412, 2.790697, -0.242848], [1.296180, 2.517185, -0.574465], [0.912169, 2.234855, 1.679118], [2.236013, 1.047686, 1.851538], [-4.569934, -4.763652, -3.953556], [-3.434644, -4.940357, -3.658314], [-2.632775, -4.012908, -3.101759], [-1.399384, -4.630343, -2.714510], [-1.381649, -5.869261, -3.592075], [-0.858437, -6.945215, -2.954936], [-2.757068, -6.103876, -3.838625], [-1.462804, -4.921973, -1.664872], [-0.572745, -3.942926, -2.853332], [-0.867636, -5.752296, -4.547637], [-3.029328, 0.348218, -0.847307], [-3.777368, -0.569872, -0.900392], [-4.642834, -0.813970, -1.903075], [-5.232122, -2.104338, -1.700271], [-5.038334, -2.308686, -0.210908], [-4.765717, -3.611322, 0.096481], [-3.892074, -1.526696, 0.063261], [-4.667443, -2.846245, -2.262246], [-6.268425, -2.096767, -2.022278], [-5.863186, -1.977198, 0.417887], [0.319128, -2.227345, 2.604117], [0.798506, -1.555648, 3.453422], [1.996996, -0.933297, 3.364070], [2.160160, -0.081291, 4.500135], [1.194611, -0.694080, 5.499895], [0.585206, 0.243152, 6.262479], [0.233727, -1.309015, 4.663965], [1.835762, 0.930833, 4.249988], [3.199586, -0.076278, 4.811754], [1.626246, -1.448922, 6.159618], [-7.709982, -1.455671, 1.595958], [-8.035660, -2.546276, 1.927255], [-8.335369, -2.929298, 3.184086], [-8.817521, -4.274240, 3.152739], [-8.265102, -4.791924, 1.833759], [-9.134902, -5.617168, 1.207521], [-8.122320, -3.606025, 1.077180], [-9.907920, -4.269446, 3.110087], [-8.467508, -4.806442, 4.030864], [-7.295417, -5.288524, 1.895922], [1.979699, 6.951580, -2.308633], [2.469861, 6.766953, -1.248794], [2.206479, 5.730144, -0.427026], [3.128683, 5.757051, 0.662224], [3.562778, 7.210781, 0.675841], [4.877793, 7.351475, 1.002785], [3.373124, 7.610451, -0.659874], [3.982433, 5.121216, 0.430415], [2.645330, 5.414957, 1.570183], [2.981815, 7.862580, 1.331251], [4.260600, 3.821347, -1.903829], [5.379449, 4.210438, -1.870962], [5.749758, 5.451909, -1.491583], [7.174165, 5.501469, -1.395720], [7.598030, 4.332302, -2.270288], [8.673183, 3.681647, -1.768966], [6.471191, 3.477077, -2.212411], [7.476336, 5.313539, -0.364026], [7.527660, 6.471237, -1.729559], [7.798001, 4.582495, -3.313302]],
  "forces_ev_per_a": [[-0.1, 0.0, 0.0], [-0.1, -0.1, 0.1], [0.1, 0.0, 0.0], [-0.4, -0.1, -0.2], [0.2, -0.2, 0.0], [0.0, 0.0, 0.0], [-0.3, 0.2, -0.1], [0.1, -0.1, 0.1], [0.0, 0.0, 0.0], [0.0, 0.0, 0.0], [0.0, 0.0, 0.0], [0.0, 0.0, 0.0], [0.0, 0.0, 0.0], [-0.1, 0.0, 0.1], [0.3, 0.2, 0.0], [0.0, 0.0, 0.0], [0.0, 0.0, 0.1], [0.1, 0.0, 0.1], [-0.1, 0.0, -0.1], [0.0, 0.2, 0.1], [0.0, -0.1, 0.0], [0.0, 0.0, -0.1], [0.0, 0.0, 0.0], [-0.1, -0.1, 0.1], [0.0, 0.1, 0.0], [0.0, -0.1, 0.0], [-0.1, 0.1, 0.0], [0.0, 0.0, 0.1], [0.1, 0.1, -0.2], [0.1, 0.0, 0.0], [0.0, 0.0, -0.1], [0.1, -0.1, 0.0], [0.1, 0.0, 0.0], [0.0, -0.1, 0.0], [0.0, 0.0, -0.1], [0.0, 0.0, 0.0], [0.0, 0.0, 0.0], [0.1, 0.0, -0.1], [-0.1, 0.1, 0.1], [-0.1, -0.1, 0.0], [0.0, 0.1, 0.0], [0.0, 0.0, 0.0], [0.0, 0.0, 0.0], [0.0, 0.0, 0.0], [0.0, 0.0, 0.0], [-0.1, 0.1, 0.0], [0.0, 0.0, -0.1], [0.0, 0.1, 0.0], [0.1, -0.2, 0.1], [0.0, 0.0, 0.0], [0.0, -0.1, 0.0], [0.0, 0.1, 0.1], [-0.1, 0.0, 0.1], [0.0, -0.1, 0.0], [-0.1, 0.1, 0.0], [0.0, 0.0, -0.1], [0.1, 0.1, 0.0], [-0.1, 0.0, 0.0], [0.1, 0.0, 0.0], [0.0, -0.1, 0.0], [0.1, 0.0, 0.0], [-0.1, -0.1, 0.0], [0.0, 0.0, 0.0], [0.1, 0.0, 0.0], [0.0, 0.0, 0.0], [0.0, 0.0, 0.0], [0.0, 0.0, -0.1], [0.0, -0.1, 0.0], [-0.1, 0.1, 0.0], [0.0, 0.0, 0.0], [-0.1, 0.0, 0.0], [0.1, 0.0, 0.1], [0.1, -0.1, 0.0], [0.0, 0.1, 0.0], [0.0, 0.0, 0.0], [0.0, 0.0, 0.0], [-0.1, 0.0, 0.0], [0.0, 0.0, 0.1], [0.0, 0.0, -0.2], [0.0, 0.0, 0.0], [0.0, 0.0, -0.1], [0.1, 0.0, 0.0]],
  "smiles": "C[C@@H](O)CP(N)CCF.O=C1OC[C@@H](F)O1.O=C1OC[C@@H](F)O1.O=C1OC[C@@H](F)O1.O=C1OC[C@@H](F)O1.O=C1OC[C@@H](F)O1.O=C1OC[C@@H](F)O1",
  "charge": 0,
  "de_lowest_kj_mol": 0.0,
  "homo_lumo_gap_ha": 0.30918
}

The records above yield E_LUMO values of 0.81, 0.65, 0.37, 0.54 eV, respectively.
The records above yield max |F| values of 4.21, 1.16, 3.63, 0.45 eV/A, respectively.